A molecular structure, C44H44AsBrO2PSr. Source: the OMol25 dataset; level of theory: wB97M-V/def2-TZVPD.

## Properties
**ΔE to the lowest compared entry with this formula, charge and spin**: 20.3 kcal/mol
**Gap between HOMO and LUMO**: 0.20828 hartree
**LUMO**: 2.29 eV
**Charge**: -1

Positions of all 94 atoms, in Å:
Sr (0.1705, 0.0391, 0.0182)
C (-0.7576, -5.1476, -3.4512)
C (0.4156, -4.3877, -4.0091)
C (0.7281, -4.6035, -5.3546)
C (1.7958, -3.9816, -5.9756)
C (2.5866, -3.1101, -5.2433)
C (2.2767, -2.8708, -3.9189)
C (1.2040, -3.4904, -3.2760)
P (1.0185, -2.8727, -1.5493)
C (-0.5812, -3.4953, -0.8952)
C (-1.6480, -2.6307, -1.1369)
C (-2.9182, -2.8617, -0.6331)
C (-3.1284, -3.9793, 0.1539)
C (-2.0738, -4.8391, 0.4188)
C (-0.7948, -4.6226, -0.0875)
C (0.2928, -5.5941, 0.2660)
C (2.4393, -3.5287, -0.7016)
C (3.3667, -4.3989, -1.2789)
C (4.5954, -4.6315, -0.7022)
C (4.9086, -3.9300, 0.4788)
C (4.0065, -3.1055, 1.0865)
C (2.6797, -2.9244, 0.5785)
C (1.6957, -2.2027, 1.2576)
H (-1.1480, -5.8194, -4.2141)
H (-1.5644, -4.4896, -3.1313)
H (-0.4803, -5.7434, -2.5835)
H (0.1100, -5.2917, -5.9180)
H (2.0050, -4.1796, -7.0183)
H (3.4336, -2.6127, -5.6969)
H (2.8964, -2.1864, -3.3502)
H (-1.4912, -1.7466, -1.7521)
H (-3.7142, -2.1604, -0.8345)
H (-4.1032, -4.1826, 0.5772)
H (-2.2361, -5.7092, 1.0418)
H (-0.1338, -6.4565, 0.7779)
H (1.0305, -5.1268, 0.9191)
H (0.8408, -5.9449, -0.6098)
H (3.1192, -4.8761, -2.2222)
H (5.3094, -5.2951, -1.1680)
H (5.8864, -4.0507, 0.9326)
H (4.2626, -2.6026, 2.0104)
H (1.9226, -1.7625, 2.2196)
H (0.6595, -2.5054, 1.1550)
C (-0.3694, 3.9521, 2.1694)
C (-0.5953, 3.1597, 0.9036)
O (0.3559, 2.5430, 0.4257)
C (-1.9323, 3.1887, 0.2804)
C (-2.7160, 4.3326, 0.4774)
C (-3.9450, 4.4898, -0.1247)
C (-4.4258, 3.4508, -0.9248)
C (-3.7034, 2.2987, -1.1113)
C (-2.4324, 2.1132, -0.5109)
O (-1.7880, 1.0199, -0.6799)
H (0.5016, 3.5430, 2.6724)
H (-1.2346, 3.9157, 2.8280)
H (-0.1758, 4.9951, 1.9176)
H (-2.3294, 5.1247, 1.1032)
H (-4.5204, 5.3921, 0.0209)
H (-5.3923, 3.5469, -1.4067)
H (-4.0918, 1.4890, -1.7135)
Br (-0.1471, 0.1335, 7.4378)
C (-0.1537, 0.1436, 5.5277)
C (0.8715, 0.7703, 4.8452)
C (0.8358, 0.7623, 3.4537)
C (-0.1664, 0.1590, 2.6749)
C (-1.1648, -0.4500, 3.4525)
C (-1.1841, -0.4732, 4.8457)
H (1.6766, 1.2431, 5.3880)
H (1.6700, 1.2657, 2.9636)
H (-1.9996, -0.9528, 2.9641)
H (-1.9812, -0.9592, 5.3903)
C (1.5362, 0.8267, -4.3990)
As (-0.1141, 0.4379, -3.4171)
C (-1.1225, 2.0424, -3.8880)
C (-0.9427, -0.8709, -4.6514)
C (-1.0537, -0.4396, -6.0735)
C (-0.0234, -0.6968, -6.9723)
C (-0.1069, -0.2737, -8.2885)
C (-1.2267, 0.4125, -8.7316)
C (-2.2636, 0.6667, -7.8468)
C (-2.1765, 0.2435, -6.5307)
H (1.3534, 1.0667, -5.4444)
H (2.2089, -0.0276, -4.3272)
H (2.0018, 1.6849, -3.9098)
H (-0.9602, 2.3229, -4.9295)
H (-0.8060, 2.8448, -3.2229)
H (-2.1812, 1.8602, -3.7100)
H (-1.9316, -1.0749, -4.2302)
H (-0.3540, -1.7843, -4.5641)
H (0.8463, -1.2436, -6.6333)
H (0.7036, -0.4895, -8.9706)
H (-1.2965, 0.7427, -9.7587)
H (-3.1452, 1.1961, -8.1832)
H (-2.9918, 0.4408, -5.8477)

---

A molecular structure, C44H44InN8O2S3Si in a non-equilibrium geometry. Source: the OMol25 dataset; level of theory: wB97M-V/def2-TZVPD.

## Properties
**Gap between HOMO and LUMO**: 0.23678 hartree
**LUMO**: -3.45 eV
**Charge**: +1

Positions of all 103 atoms, in Å:
In (0.0698, 0.2378, 0.3799)
O (-1.0002, 1.2772, 2.0911)
N (-0.5595, 2.4665, 2.5057)
C (-1.4953, 3.3503, 2.9326)
C (-1.1401, 4.5628, 3.4487)
C (0.2170, 4.8896, 3.5208)
C (1.1522, 4.0008, 3.0464)
C (0.7721, 2.7560, 2.5083)
S (1.8735, 1.6028, 1.8846)
H (-2.5144, 2.9991, 2.8463)
H (-1.9124, 5.2403, 3.7878)
H (0.5316, 5.8348, 3.9499)
H (2.2112, 4.2194, 3.0783)
C (1.7108, -3.2278, 5.0772)
C (2.4045, -3.7936, 4.0111)
C (2.4280, -3.1571, 2.7836)
C (1.7326, -1.9608, 2.6148)
C (1.0397, -1.3923, 3.6707)
C (1.0392, -2.0248, 4.9060)
N (1.7304, -1.2972, 1.3273)
N (2.7912, -1.4404, 0.7251)
C (2.9201, -0.7786, -0.5342)
C (4.0657, -1.0583, -1.2506)
C (4.2618, -0.4119, -2.4620)
C (3.3200, 0.5039, -2.8934)
C (2.2036, 0.7370, -2.1053)
N (2.0064, 0.1012, -0.9492)
H (1.7037, -3.7209, 6.0431)
H (2.9390, -4.7288, 4.1435)
H (2.9610, -3.5776, 1.9415)
H (0.5605, -0.4323, 3.5348)
H (0.5211, -1.5643, 5.7402)
H (4.7771, -1.7635, -0.8406)
H (5.1460, -0.6149, -3.0553)
H (3.4389, 1.0338, -3.8291)
H (1.4434, 1.4534, -2.3883)
C (-3.1363, -1.6119, -1.1966)
C (-3.0264, -0.1108, -1.2608)
C (-4.0681, 0.6501, -1.7425)
C (-3.9061, 2.0409, -1.8423)
C (-2.7207, 2.6390, -1.5048)
C (-1.6555, 1.8303, -1.0183)
N (-1.8581, 0.4776, -0.8870)
N (-0.4259, 2.2260, -0.6619)
Si (0.1999, 3.8078, -1.0474)
C (1.9986, 3.9909, -0.6021)
C (0.0809, 4.0581, -2.9018)
C (-0.7748, 5.1639, -0.1981)
H (-2.9283, -2.0375, -2.1826)
H (-4.1498, -1.9061, -0.9197)
H (-2.4290, -2.0302, -0.4923)
H (-4.9939, 0.1708, -2.0327)
H (-4.7297, 2.6520, -2.1971)
H (-2.5857, 3.7122, -1.5902)
H (2.4252, 4.7842, -1.2324)
H (2.5732, 3.0780, -0.7659)
H (2.1383, 4.2801, 0.4421)
H (0.5954, 3.2639, -3.4580)
H (0.5529, 5.0111, -3.1725)
H (-0.9572, 4.0906, -3.2545)
H (-1.6312, 4.7682, 0.3603)
H (-1.1570, 5.8852, -0.9323)
H (-0.1413, 5.7131, 0.5078)
O (-1.4448, -1.1861, 1.4849)
S (-1.8877, -1.2554, 2.9507)
C (-2.6984, -2.8324, 3.0660)
C (-2.0226, -3.8198, 3.7701)
C (-2.5654, -5.0972, 3.8349)
C (-3.7667, -5.3694, 3.1957)
C (-4.4343, -4.3692, 2.4910)
C (-3.9020, -3.0930, 2.4209)
C (-3.2702, -0.1694, 3.2486)
C (-3.9002, 0.5116, 2.2268)
C (-4.9387, 1.3796, 2.5340)
C (-5.3294, 1.5592, 3.8560)
C (-4.6787, 0.8728, 4.8760)
C (-3.6348, 0.0085, 4.5752)
H (-1.0789, -3.5913, 4.2607)
H (-2.0494, -5.8761, 4.3813)
H (-4.1895, -6.3668, 3.2446)
H (-5.3765, -4.5852, 2.0004)
H (-4.4194, -2.3084, 1.8776)
H (-3.5631, 0.3825, 1.2114)
H (-5.4347, 1.9210, 1.7366)
H (-6.1400, 2.2390, 4.0954)
H (-4.9765, 1.0180, 5.9069)
H (-3.1144, -0.5247, 5.3676)
N (-0.4235, -0.5429, -3.3829)
C (0.0955, -1.6486, -2.7984)
N (-0.0085, -1.9392, -1.5339)
C (0.6430, -3.1547, -1.2690)
C (0.6214, -3.8226, -0.0472)
C (1.2999, -5.0254, 0.0759)
C (2.0020, -5.5707, -1.0010)
C (2.0061, -4.9324, -2.2335)
C (1.3076, -3.7366, -2.3508)
S (1.0519, -2.7575, -3.7689)
H (-1.0523, 0.0265, -2.8348)
H (-0.4428, -0.4657, -4.3830)
H (0.0656, -3.3973, 0.7843)
H (1.2751, -5.5561, 1.0226)
H (2.5327, -6.5078, -0.8797)
H (2.5287, -5.3588, -3.0843)

---

A molecular structure, C44H44N5O4P2S2Sn in a non-equilibrium geometry. Source: the OMol25 dataset; level of theory: wB97M-V/def2-TZVPD.

## Properties
**ΔE to the lowest compared entry with this formula, charge and spin**: 0.0 kcal/mol
**Gap between HOMO and LUMO**: 0.27671 hartree
**LUMO**: -7.96 eV
**Charge**: +3

Positions of all 102 atoms, in Å:
Sn (1.6547, -0.1463, -0.1403)
C (1.4608, -2.7075, 3.6641)
C (1.9904, -1.4642, 3.0197)
O (1.3442, -0.8371, 2.1505)
N (3.2125, -1.0427, 3.3645)
C (3.8086, 0.1182, 2.7341)
C (4.6146, -0.2475, 1.5063)
C (5.9817, -0.4231, 1.6412)
C (6.7399, -0.8860, 0.5768)
C (6.0930, -1.1223, -0.6213)
C (4.7138, -0.8859, -0.7258)
N (3.9943, -0.4740, 0.3226)
H (0.4032, -2.7829, 3.4397)
H (1.5741, -2.6416, 4.7503)
H (1.9798, -3.5923, 3.2742)
H (3.7635, -1.5816, 4.0239)
H (4.4825, 0.5702, 3.4471)
H (3.0185, 0.8159, 2.4899)
H (6.4720, -0.1997, 2.5932)
H (7.8166, -1.0577, 0.6907)
H (6.6288, -1.4929, -1.4857)
H (4.1867, -1.0401, -1.6617)
C (-4.0972, -0.2215, 2.1574)
C (-4.1309, -1.6303, 1.5936)
P (-2.6214, -1.5527, 0.5658)
C (-1.7597, -3.0820, 0.6215)
C (-2.6288, -4.1749, 0.6246)
C (-2.1241, -5.4585, 0.4993)
C (-0.7556, -5.6427, 0.3791)
C (0.1177, -4.5563, 0.4316)
C (-0.3835, -3.2709, 0.5266)
C (-2.8919, -1.0549, -1.0958)
C (-3.3444, 0.2276, -1.4234)
C (-3.6156, 0.5614, -2.7352)
C (-3.4980, -0.4080, -3.7300)
C (-3.0517, -1.6766, -3.4040)
C (-2.7326, -2.0204, -2.1068)
P (-2.3334, 0.1734, 1.9900)
C (-2.1211, 1.8615, 1.4585)
C (-1.5551, 2.3028, 0.2824)
C (-1.5971, 3.6715, -0.0009)
C (-2.1399, 4.5528, 0.9387)
C (-2.6586, 4.0981, 2.1530)
C (-2.6789, 2.7463, 2.3988)
C (-1.4312, -0.0267, 3.5008)
C (-1.7599, -1.0407, 4.3910)
C (-1.1630, -1.0862, 5.6315)
C (-0.2440, -0.1219, 5.9892)
C (0.1507, 0.8710, 5.0888)
C (-0.4491, 0.9082, 3.8485)
H (-4.4748, -0.1351, 3.1791)
H (-4.6421, 0.4945, 1.5389)
H (-5.0176, -1.8819, 1.0395)
H (-3.9851, -2.3988, 2.3647)
H (-3.6981, -4.0705, 0.7382)
H (-2.7954, -6.2857, 0.5305)
H (-0.3627, -6.6444, 0.2720)
H (1.1887, -4.7072, 0.3828)
H (0.2581, -2.4099, 0.5502)
H (-3.5113, 0.9822, -0.6722)
H (-3.9265, 1.5728, -2.9627)
H (-3.7433, -0.1665, -4.7598)
H (-2.9182, -2.3976, -4.1924)
H (-2.3709, -2.9968, -1.8864)
H (-1.1235, 1.6156, -0.4512)
H (-1.2253, 4.0399, -0.9431)
H (-2.1976, 5.6069, 0.7137)
H (-3.0445, 4.7824, 2.8890)
H (-3.1144, 2.3657, 3.3091)
H (-2.5194, -1.7772, 4.1260)
H (-1.4122, -1.8866, 6.3170)
H (0.1788, -0.1289, 6.9869)
H (0.8729, 1.6181, 5.3685)
H (-0.1759, 1.7048, 3.1511)
S (2.0985, 2.3835, 0.4952)
C (2.0663, 3.5713, -0.7737)
N (2.9227, 4.5741, -0.7223)
C (2.6221, 5.5865, -1.7176)
C (1.6237, 4.8389, -2.6115)
N (1.2595, 3.6725, -1.7912)
H (3.5752, 4.6553, 0.0263)
H (3.5169, 5.8602, -2.2648)
H (2.1997, 6.4644, -1.2402)
H (2.0727, 4.5322, -3.5541)
H (0.7479, 5.4519, -2.8279)
H (0.4978, 3.0407, -2.0668)
O (-0.7712, 2.2608, -2.9945)
C (-0.3347, 1.1375, -3.2365)
N (0.0410, 0.2752, -2.2619)
S (0.6978, -1.0663, -2.9279)
O (2.1208, -0.9912, -2.6051)
O (0.0318, -2.2731, -2.5105)
C (0.3131, -0.7131, -4.5776)
C (0.4248, -1.5521, -5.6694)
C (0.0089, -1.0069, -6.8747)
C (-0.5218, 0.2871, -6.9428)
C (-0.6596, 1.0961, -5.8070)
C (-0.2487, 0.5544, -4.6126)
H (0.8058, -2.5541, -5.5980)
H (0.1133, -1.5659, -7.8010)
H (-0.8103, 0.6769, -7.9033)
H (-1.0902, 2.0788, -5.8463)

---

A molecular structure, C44H44N8OOsSSb. Source: the OMol25 dataset; level of theory: wB97M-V/def2-TZVPD.

## Properties
**Gap between HOMO and LUMO (alpha / beta)**: 0.24874 / 0.18513 hartree
**LUMO (alpha / beta)**: -8.58 / -10.31 eV
**Charge**: +3
**Multiplicity**: 5
**⟨S²⟩**: 6.0650

Positions of all 100 atoms, in Å:
Os (-0.4106, 1.0485, 0.1839)
S (1.9488, 1.3527, -0.2188)
C (2.4530, 1.0502, 1.4229)
N (3.6641, 1.0438, 1.8564)
N (4.6461, 1.2815, 0.9891)
C (5.9389, 1.2775, 1.3757)
C (6.2994, 1.0286, 2.7263)
C (7.6262, 1.0389, 3.0586)
C (8.6024, 1.2928, 2.0809)
C (8.2464, 1.5380, 0.7448)
C (6.9276, 1.5311, 0.3847)
N (1.5594, 0.7680, 2.4827)
N (0.3574, 0.6542, 2.1925)
C (-0.5224, 0.3924, 3.2841)
C (-1.7309, -0.2335, 2.9971)
C (-2.6197, -0.4924, 4.0290)
C (-2.3007, -0.1127, 5.3251)
C (-1.0905, 0.5192, 5.5985)
C (-0.1877, 0.7743, 4.5819)
H (4.4269, 1.4533, 0.0074)
H (5.5294, 0.8351, 3.4569)
H (7.9309, 0.8500, 4.0782)
H (9.6466, 1.2991, 2.3636)
H (9.0141, 1.7309, 0.0092)
H (6.6281, 1.7165, -0.6393)
H (-1.9504, -0.5718, 1.9914)
H (-3.5524, -1.0001, 3.8251)
H (-2.9931, -0.3129, 6.1311)
H (-0.8510, 0.8109, 6.6116)
H (0.7566, 1.2612, 4.7813)
C (-6.9286, 0.3317, -0.2320)
C (-5.8864, 0.0770, 0.6472)
C (-4.5839, 0.3947, 0.2868)
C (-4.3279, 0.9638, -0.9560)
C (-5.3788, 1.2351, -1.8322)
C (-6.6770, 0.9127, -1.4679)
Sb (-2.4047, 1.5162, -1.5633)
C (-1.9577, 0.4308, -3.2995)
C (-2.8618, -0.4860, -3.8257)
C (-2.5269, -1.2059, -4.9640)
C (-1.2956, -1.0123, -5.5740)
C (-0.3886, -0.1031, -5.0452)
C (-0.7154, 0.6145, -3.9051)
C (-2.5879, 3.5352, -2.0800)
C (-1.8970, 4.0679, -3.1640)
C (-2.0227, 5.4196, -3.4568)
C (-2.8352, 6.2281, -2.6744)
C (-3.5327, 5.6918, -1.5995)
C (-3.4082, 4.3451, -1.2966)
H (-7.9435, 0.0846, 0.0486)
H (-6.0910, -0.3618, 1.6146)
H (-3.7754, 0.2073, 0.9866)
H (-5.1979, 1.7057, -2.7924)
H (-7.4942, 1.1200, -2.1453)
H (-3.8296, -0.6424, -3.3642)
H (-3.2320, -1.9132, -5.3795)
H (-1.0437, -1.5665, -6.4680)
H (0.5684, 0.0505, -5.5253)
H (0.0031, 1.3240, -3.5040)
H (-1.2842, 3.4391, -3.8001)
H (-1.5011, 5.8368, -4.3075)
H (-2.9414, 7.2772, -2.9154)
H (-4.1883, 6.3203, -1.0114)
H (-3.9770, 3.9280, -0.4714)
N (-1.1641, 4.7761, 2.0368)
C (-0.6134, 5.2668, 0.8800)
C (-0.2982, 4.1842, 0.1278)
N (-0.6543, 3.0436, 0.8188)
C (-1.1757, 3.4416, 1.9742)
H (-1.5192, 5.3234, 2.8062)
H (-0.4998, 6.3204, 0.6989)
H (0.1373, 4.1440, -0.8558)
H (-1.5759, 2.8039, 2.7442)
C (1.3459, -6.9199, -1.0813)
C (1.9174, -5.5476, -1.3955)
N (2.4759, -4.8763, -0.2223)
C (3.7394, -5.4125, 0.3149)
C (3.5564, -6.0795, 1.6675)
C (2.0363, -3.7291, 0.3118)
O (2.6702, -3.0681, 1.1297)
C (0.6982, -3.1439, -0.1069)
C (-0.4757, -3.8236, -0.3930)
C (-1.6350, -3.0910, -0.6176)
C (-1.5955, -1.7161, -0.5504)
N (-0.4676, -1.0413, -0.2368)
C (0.6406, -1.7622, -0.0145)
H (0.9149, -7.3622, -1.9786)
H (0.5750, -6.8759, -0.3104)
H (2.1212, -7.5959, -0.7225)
H (1.1788, -4.8963, -1.8619)
H (2.7269, -5.6411, -2.1237)
H (4.4522, -4.5902, 0.3832)
H (4.1153, -6.1188, -0.4243)
H (3.1637, -5.3719, 2.3956)
H (4.5153, -6.4426, 2.0358)
H (2.8790, -6.9300, 1.6010)
H (-0.5029, -4.9041, -0.4260)
H (-2.5712, -3.5833, -0.8381)
H (-2.4942, -1.1391, -0.7151)
H (1.5348, -1.2336, 0.2729)

---

Number 1: total energy -7035.48383 a.u.. Number 2: total energy -3965.71778 a.u.. Number 3: total energy -3970.44220 a.u.. Number 4: total energy -2944.52355 a.u..